1.
Below is a molecular structure, C35H30BCo2F3O8, with properties calculated with the ωB97M-V functional and the def2-TZVPD basis.

Computed properties:
HOMO level, eV: -6.94
LUMO energy, eV: -4.47
Orbital gap, eV: 2.5
ΔE to the lowest compared entry with this formula, charge and spin, eV: 1.490

CARTESIAN COORDINATES (ANGSTROEM)
Co 1.2421 2.1622 -2.8757
Co 2.3658 4.3297 -2.6136
F -2.4672 0.6250 7.6944
F -3.6857 -1.2054 7.7704
F -4.5869 0.6910 7.1198
O -1.3059 -2.7995 1.5272
O 2.5253 0.6382 -0.7671
O 1.0182 0.2910 -5.0543
O 3.2454 3.5838 0.0852
O 3.7288 6.9089 -2.7188
O -1.5986 2.5533 -2.3644
O -0.1637 5.4862 -1.7337
O -3.1804 -1.5409 0.7363
C -2.0645 -3.9980 1.6651
C 1.1732 -1.3022 1.8021
C -0.7369 -0.7133 -0.6404
C 2.0122 1.3035 -1.5699
C -2.3111 -1.0330 3.0311
C -3.4056 -0.2109 3.2522
C -1.9397 -1.1788 5.4119
C -4.0396 -2.6687 0.7920
C 3.9326 2.2520 -4.2317
C 2.1162 4.1171 -4.3248
C -3.0624 -0.3894 5.6240
C 2.8994 3.7839 -1.0011
C -0.4548 2.4909 -2.5191
C -4.2059 -5.1416 1.0888
C 1.0363 1.0367 -4.1682
C -0.9375 -0.3437 0.8090
C 5.1498 0.1561 -4.3346
C 1.6244 4.4857 -5.5155
C 0.6195 0.9970 2.2770
C 5.5206 0.4355 -5.6565
C 2.5639 -0.0128 3.3025
C 0.3035 -0.2131 1.6362
C -2.7787 -4.2277 -0.7379
C 2.2810 -1.2147 2.6470
C 5.2469 1.6991 -6.1936
C 4.4450 1.0993 -3.5908
C 0.7594 4.9114 -2.1312
C 3.2328 5.8637 -2.6923
C -3.2657 -4.0159 0.6886
C 1.7323 1.0955 3.1131
C -3.4564 -0.0661 7.0442
C 4.4907 2.6237 -5.4756
C -3.8033 0.0978 4.5573
C -1.5604 -1.4915 4.1054
C 2.8129 3.0213 -3.7172
B -1.9575 -1.5231 1.4929
H -0.0330 1.8595 2.1164
H -3.6963 -6.1145 1.0444
H 1.8549 3.9262 -6.4215
H 0.9709 5.3573 -5.5698
H 4.2808 3.6189 -5.8675
H -0.6620 -2.0923 3.9541
H -1.7044 -0.8285 -1.1422
H 2.9195 -2.0910 2.7792
H -4.6148 -2.6397 1.7381
H 5.3898 -0.8139 -3.8921
H -3.6368 -4.2604 -1.4241
H -1.3584 -1.5561 6.2476
H 5.6132 1.9879 -7.1806
H 0.9607 -2.2307 1.2719
H -0.1768 -1.6515 -0.7297
H -4.7408 -2.5645 -0.0535
H 3.4326 0.0592 3.9551
H 6.0354 -0.3066 -6.2657
H 1.9490 2.0470 3.6047
H -1.5187 0.5827 0.8866
H -4.6843 0.7091 4.7215
H -2.1091 -3.4079 -1.0358
H -0.1726 0.0650 -1.1685
H -2.4226 -4.0831 2.7078
H -5.0824 -5.1778 0.4257
H -2.2346 -5.1800 -0.8026
H -3.9794 0.2037 2.4204
H -4.5568 -4.9812 2.1165
H 4.2426 0.9424 -2.5280
H -1.3755 -4.8285 1.4460

Charge distribution, Mulliken scheme, values in e: 0.825 0.252 -0.265 -0.264 -0.293 -0.413 -0.298 -0.274 -0.327 -0.326 -0.285 -0.305 -0.672 -1.394 -0.038 -0.639 -0.113 0.214 -0.773 -1.237 -1.352 0.918 -0.229 0.392 0.520 0.003 -2.079 0.038 0.254 -0.711 -0.880 -0.231 -0.457 -0.431 1.110 -1.626 -1.043 -0.588 -0.301 0.074 0.007 2.595 -0.962 0.740 -0.510 -0.813 -0.318 0.865 1.518 0.431 0.394 0.308 0.283 0.444 0.449 0.552 0.419 0.354 0.403 0.443 0.371 0.375 0.305 0.154 0.391 0.415 0.402 0.421 0.450 0.445 0.142 -1.159 0.291 0.396 0.408 0.406 0.445 0.543 0.438

2.
Below is 3 unconnected molecules or ions with the total composition C19H26FNO6S2, with properties calculated with the ωB97M-V functional and the def2-TZVPD basis.

Computed properties:
HOMO level, eV: -9.64
LUMO energy, eV: -0.09
Orbital gap, eV: 9.6
SMILES string: O=C1c2ccccc2C(=O)N1CCCF.O=S1(=O)CCCC1.O=S1(=O)CCCC1

CARTESIAN COORDINATES (ANGSTROEM)
S -4.0292 2.3187 0.3110
S -1.5920 -1.8418 -2.9642
F 6.4807 1.4028 -0.9492
O -3.0168 -2.0391 -2.8962
O -2.8321 3.0836 0.0509
O -4.7322 1.6549 -0.7512
O 3.3791 -1.0547 3.2651
O -1.0024 -0.5543 -2.6977
O 2.2157 -1.6766 -0.9641
N 3.4569 -1.2344 0.9542
C -0.7881 -3.0793 -1.9535
C 2.9899 -0.6919 2.1974
C -0.0240 1.8430 0.7135
C 0.3674 2.0772 2.0320
C -0.9956 -2.4590 -4.5443
C 6.5828 0.9205 0.3420
C 0.5783 0.8460 -0.0573
C -4.0043 1.9258 2.9037
C -5.3112 2.6809 2.6226
C -5.1697 3.3468 1.2475
C -3.6843 1.1554 1.6269
C 4.8246 -0.8662 0.5490
C 1.9343 0.3076 1.8664
C 2.4100 -1.0289 0.0181
C -0.0831 -3.6488 -4.2187
C 1.5691 0.0876 0.5490
C 1.3581 1.3007 2.6376
C -0.5747 -4.2570 -2.8985
C 5.2165 0.5627 0.8964
H -0.4671 -1.6579 -5.0543
H 4.4647 1.2372 0.4879
H -6.1431 1.9744 2.6064
H 5.5137 -1.5704 1.0104
H 7.2319 0.0458 0.3692
H -5.5246 3.4196 3.3937
H -0.8085 2.4522 0.2840
H -4.3539 0.3064 1.4939
H 0.9448 -3.3022 -4.0974
H 0.1617 -2.6619 -1.6178
H -4.0977 1.2574 3.7582
H -4.7322 4.3405 1.3214
H -1.5189 -4.7822 -3.0604
H 1.6815 1.4566 3.6560
H -0.1144 2.8638 2.5950
H -3.2042 2.6380 3.1190
H 5.2469 0.7389 1.9710
H -2.6483 0.8300 1.5578
H -1.4219 -3.3101 -1.1002
H 4.8923 -1.0026 -0.5282
H -6.1125 3.3972 0.7094
H 0.1408 -4.9689 -2.4899
H 0.2909 0.6435 -1.0753
H -1.8642 -2.7593 -5.1269
H -0.0901 -4.3784 -5.0273
H 7.0089 1.7097 0.9560

Charge distribution, natural (NBO) scheme, values in e: 2.176 2.175 -0.365 -0.941 -0.961 -0.924 -0.519 -0.954 -0.538 -0.516 -0.686 0.692 -0.194 -0.203 -0.676 0.063 -0.194 -0.406 -0.402 -0.677 -0.677 -0.208 -0.167 0.691 -0.402 -0.081 -0.171 -0.404 -0.470 0.252 0.224 0.211 0.207 0.161 0.225 0.261 0.244 0.216 0.265 0.227 0.246 0.212 0.229 0.217 0.211 0.220 0.259 0.250 0.223 0.254 0.226 0.262 0.245 0.222 0.167

3.
Below is a molecular structure, C21H21BaN5OSTe, with properties calculated with the ωB97M-V functional and the def2-TZVPD basis.

Computed properties:
HOMO level, eV: -6.44
LUMO energy, eV: 0.25
Orbital gap, eV: 6.7
ΔE to the lowest compared entry with this formula, charge and spin, eV: 1.688

CARTESIAN COORDINATES (ANGSTROEM)
Ba 0.9989 0.6124 -1.0976
Te 3.6628 2.4247 -1.6978
S 2.2788 4.1110 -4.2257
O 0.9128 -2.4435 -0.8133
N 1.2678 3.1384 0.7943
N 0.1993 0.9363 2.4841
N -0.6334 -0.9267 -0.0076
N 2.3235 3.1425 1.6254
N -0.3575 -0.5351 -3.0814
C 1.5957 3.4228 -5.6385
C -1.7651 -2.6118 -4.2417
C -0.6809 -1.6324 -2.3650
C -1.4292 -1.4886 -4.9830
C -2.0930 0.4759 3.9785
C -1.3736 1.6532 4.1317
C 2.6664 4.3790 2.0377
C -1.3776 -2.6958 -2.9173
C 2.7252 2.5888 -3.5704
C -0.2122 4.8032 -0.2164
C 3.8150 4.6231 2.9553
C -0.1087 -1.7428 -0.9315
C -1.6553 -0.4584 3.0587
C 0.9210 4.4075 0.6729
C -0.5052 -0.1829 2.3286
C -0.2402 1.8408 3.3621
C 2.3420 1.5886 -4.4348
C -0.7192 -0.4776 -4.3664
C 1.7656 5.2335 1.4444
C 1.6999 2.0654 -5.6150
C 0.0372 -1.1224 1.2931
H 1.3473 1.4248 -6.4125
H -2.3172 -3.4220 -4.7005
H 2.5443 0.5424 -4.2408
H 0.3462 2.7499 3.4444
H -1.5911 -3.5661 -2.3127
H -1.0902 4.1813 -0.0357
H 0.0716 4.6995 -1.2667
H -0.0852 -2.1668 1.5905
H 1.7397 6.3065 1.5315
H -2.1909 -1.3839 2.8941
H 4.7577 4.3395 2.4851
H -1.6845 2.4150 4.8336
H 3.8693 5.6797 3.2081
H 2.7410 2.2667 1.8898
H -1.7057 -1.3973 -6.0239
H 1.1352 -0.9523 1.2380
H 3.7157 4.0590 3.8842
H 1.1714 4.0413 -6.4132
H -0.4166 0.4136 -4.9041
H -0.4935 5.8416 -0.0495
H -2.9817 0.2939 4.5693

Charge distribution, natural (NBO) scheme, values in e: 1.794 -0.444 0.449 -0.683 -0.337 -0.460 -0.736 -0.336 -0.557 -0.448 -0.141 0.160 -0.260 -0.159 -0.265 0.172 -0.226 -0.488 -0.645 -0.647 0.493 -0.240 0.158 0.205 0.045 -0.370 0.056 -0.349 -0.275 -0.293 0.216 0.223 0.219 0.199 0.234 0.220 0.230 0.222 0.226 0.223 0.233 0.221 0.233 0.412 0.228 0.179 0.222 0.234 0.216 0.223 0.218

4.
Below is a single C3H6N2O molecule, with properties calculated with the ωB97M-V functional and the def2-TZVPD basis.

Computed properties:
HOMO level (alpha / beta), eV: -7.94 / -7.94
LUMO energy (alpha / beta), eV: -0.08 / -0.08
Orbital gap (alpha / beta), eV: 7.9 / 7.9
ΔE to the lowest compared entry with this formula, charge and spin, eV: 3.756
SMILES string: C=C(O)/N=C\N

CARTESIAN COORDINATES (ANGSTROEM)
O 0.5152 -1.8808 -1.2650
N -1.0546 -0.3349 -0.6773
N -1.0030 0.4539 1.5683
C -1.1997 0.6109 0.2408
C 1.2073 0.3116 -0.4921
C 0.2430 -0.6255 -0.8254
H 2.2473 0.0266 -0.3909
H -0.1666 0.8006 2.0113
H -1.4537 -0.2697 2.1048
H 1.0632 1.3564 -0.7154
H -1.8340 1.4616 -0.0061
H 1.4356 -1.9107 -1.5530

Charge distribution, natural (NBO) scheme, values in e: -0.662 -0.503 -0.923 0.419 -0.677 0.494 0.194 0.410 0.406 0.212 0.146 0.484

5.
Below is a molecular structure, C35H42BrI2N12O5Sn, with properties calculated with the ωB97M-V functional and the def2-TZVPD basis.

Computed properties:
HOMO level, eV: -14.04
LUMO energy, eV: -10.54
Orbital gap, eV: 3.5
ΔE to the lowest compared entry with this formula, charge and spin, eV: 1.715
Total charge: +3

CARTESIAN COORDINATES (ANGSTROEM)
I 2.0882 3.8168 7.1962
I -3.0356 3.8957 4.2886
Sn -0.9175 0.3281 0.3696
Br -2.3114 2.5806 -4.1222
O -3.1213 -2.9217 -0.0918
O -1.3896 2.1702 -1.0589
O -1.3975 1.7230 2.6730
O -1.0846 -1.9849 -0.4289
O -3.2708 2.8616 -0.0065
N -3.5485 0.0163 0.1897
N -1.8485 -6.7971 -1.5502
N 1.2820 0.3492 -1.0183
N 1.2160 0.9308 2.6594
N -5.6920 0.9739 -2.7605
N -1.7314 -1.5404 2.4333
N -1.2556 -4.7101 -2.3528
N 5.3415 0.1104 -2.7371
N -0.7479 -5.2862 -0.1881
N 6.1544 0.6081 -3.7271
N 2.9994 0.0918 -2.3518
N 7.2252 1.0555 -3.1959
C 2.4921 0.5334 2.6977
C -1.5539 -2.8356 1.7424
C -4.0403 -0.0636 -1.1862
C -2.0017 -2.5815 0.2849
C 6.4612 0.2530 0.7777
C -2.3974 4.2221 -1.7355
C -0.6585 2.1553 3.5107
C 5.5483 -0.0582 -0.2094
C -1.1402 3.1796 4.5114
C -1.3028 -5.5991 -1.3570
C -2.5851 6.5964 -3.2084
C 2.7133 1.4428 -2.3445
C 5.9304 0.2486 -1.5185
C -2.4055 4.2168 -3.1277
C 0.7795 1.7338 3.6080
C 1.6487 1.5885 -1.5237
C 8.0591 1.1620 -0.8094
C 1.0003 3.1197 5.6188
C 2.0880 -2.0088 -1.2983
C 7.6991 0.8542 0.4846
C -2.3800 -5.3354 1.7096
C -5.4039 0.6216 -1.3239
C 2.9109 1.7639 4.6902
C -2.2271 -4.0074 2.4612
C -2.5033 5.3815 -3.8713
C -2.5749 6.6344 -1.8223
C -1.0974 -5.9041 1.1011
C 4.1028 -0.5096 -3.0886
C 1.5831 2.2059 4.6527
C -2.4940 5.4569 -1.0967
C 3.3669 0.9087 3.7096
C -2.3681 2.9760 -0.8674
C -0.3301 3.5939 5.5198
C 2.1168 -0.5352 -1.5363
C 7.1470 0.8567 -1.8199
H -3.1369 -5.2429 0.9330
H -0.2472 -5.7696 1.7691
H -2.7465 -6.0668 2.4335
H -3.2231 -3.6914 2.7798
H -0.4738 -3.0017 1.7032
H 6.2294 0.0194 1.8130
H -0.7007 4.3020 6.2495
H -2.5090 5.4788 -0.0128
H 2.8149 -0.1055 1.8818
H -0.3244 -4.3710 -0.1554
H -1.7390 -7.5328 -0.8762
H 3.0196 -2.3705 -0.8521
H -1.2272 -1.5280 3.3127
H 4.5880 -0.5111 0.0216
H -2.2310 -7.0525 -2.4442
H -1.6480 -4.1979 3.3704
H -1.2076 -6.9778 0.9583
H -1.7085 -4.9228 -3.2254
H -6.5353 1.5339 -2.8502
H -4.0868 -1.1143 -1.4722
H 4.1258 -1.5759 -2.8787
H -2.6650 7.5111 -3.7821
H 1.1143 2.4880 -1.2584
H -4.9015 1.5082 -3.1633
H 3.5775 2.1054 5.4734
H 4.3862 0.5451 3.7219
H -2.7098 -1.3936 2.6534
H 1.9336 -2.5589 -2.2305
H 3.2823 2.1553 -2.9234
H 9.0161 1.6094 -1.0485
H 1.2542 -2.2280 -0.6315
H -2.5175 5.3394 -4.9525
H -2.6446 7.5840 -1.3063
H 3.9776 -0.3625 -4.1566
H -5.8104 0.1388 -3.3304
H -1.1712 -3.7327 -2.1046
H -4.0974 -0.5863 0.7932
H -3.6362 0.9868 0.5065
H 8.3791 1.0790 1.2967
H -6.2111 -0.0146 -0.9692
H -3.3225 0.4351 -1.8430
H -5.4041 1.5504 -0.7585

Charge distribution, Mulliken scheme, values in e: 0.394 0.333 1.609 -0.225 -0.731 -0.084 -0.171 -1.140 -0.782 -0.345 -0.330 0.550 0.424 -0.096 -0.369 -0.298 0.609 0.006 -0.682 0.224 -0.453 -0.100 0.494 -0.601 0.195 -0.463 0.358 0.637 -0.147 -0.445 0.850 -0.610 -0.957 1.225 0.303 -0.076 -0.720 -0.689 0.270 -0.941 -0.696 -0.415 -0.984 -0.725 -1.128 -0.520 -0.658 -0.995 -0.971 0.634 -0.432 -0.968 0.378 -0.568 0.380 -0.065 0.218 0.431 0.484 0.325 0.127 0.423 0.405 0.418 0.346 0.006 0.169 0.458 0.325 0.100 0.231 0.397 0.342 0.251 0.400 0.682 0.468 0.409 0.649 0.116 0.272 0.406 0.232 0.509 0.497 0.445 -0.456 0.458 0.410 0.355 0.395 0.080 0.244 0.306 0.388 0.427 0.138 0.419

6.
Below is 2 unconnected molecules or ions with the total composition C5H14NO2, with properties calculated with the ωB97M-V functional and the def2-TZVPD basis.

Computed properties:
HOMO level, eV: -14.71
LUMO energy, eV: -2.79
Orbital gap, eV: 11.9
ΔE to the lowest compared entry with this formula, charge and spin, eV: 1.076
Total charge: +1

CARTESIAN COORDINATES (ANGSTROEM)
O 0.3510 0.7842 2.6579
O -1.6405 -3.8422 -0.5105
N 0.6057 -0.4740 0.3834
C -0.2867 1.4056 -0.9256
C -0.0906 1.5591 1.5644
C -0.4625 0.6500 0.4003
C 1.4441 -0.2091 -0.8592
C 0.4559 0.4322 -1.8413
H 1.1899 -0.4093 1.2236
H 0.4178 1.3556 3.4262
H -1.4089 0.1425 0.5270
H 0.9826 0.7475 -2.7333
H 1.8293 -1.1241 -1.3028
H -1.7570 -4.6010 0.0904
H -0.3185 -0.2953 -2.1046
H 2.2913 0.3509 -0.4712
H 0.6757 2.3066 1.3167
H 0.1911 -1.3999 0.2759
H -0.9635 2.1975 1.7682
H -2.5339 -3.5819 -0.8077
H 0.3035 2.3113 -0.7968
H -1.2759 1.6937 -1.2811

Charge distribution, natural (NBO) scheme, values in e: -0.736 -0.966 -0.521 -0.421 -0.091 -0.054 -0.224 -0.412 0.462 0.505 0.237 0.261 0.242 0.487 0.218 0.222 0.181 0.450 0.207 0.480 0.225 0.249

no.,DFT total energy (a.u.)
1,-5043.4751
2,-2142.0220
3,-1853.5926
4,-302.5551
5,-5775.1089
6,-403.9018